The following is a quantum chemistry calculation of a cluster of 5 separate species, C20H55N5O5 in total at a distorted geometry, from the Open Molecules 2025 dataset.

Values from the calculation:
M (g mol⁻¹): 445.690
SMILES string: COC[C@H](C)N.COC[C@H](C)N.COC[C@H](C)N.COC[C@H](C)N.COC[C@H](C)N
E_LUMO (eV): 0.677
Spin multiplicity: 1
Energy above the lowest of the compared OMol25 structures with the same formula, charge and spin (kcal/mol): 75.75
Gap between HOMO and LUMO (eV): 9.522
F_max (eV Å⁻¹): 3.23
HOMO energy (eV): -8.85

Positions of all 85 atoms, in Å:
C1 26.9967 -7.2691 -0.4032
C2 27.5708 -6.1143 0.3530
C3 26.6592 -5.4561 1.4026
O1 25.4700 -5.0436 0.7745
C4 24.5345 -4.2998 1.6078
N1 28.8251 -6.4887 0.9677
H1 27.7356 -7.8605 -0.9438
H2 26.3196 -6.9327 -1.1884
H3 26.5220 -7.9749 0.2784
H4 27.8764 -5.4185 -0.4284
H5 27.1313 -4.5920 1.8701
H6 26.3313 -6.0969 2.2211
H7 23.5260 -4.5904 1.3135
H8 24.5807 -3.2269 1.4210
H9 24.7226 -4.4311 2.6734
H10 29.4574 -6.7727 0.2332
H11 29.3427 -5.7508 1.4236
C5 33.8591 -5.4241 -1.9609
C6 33.1632 -5.0677 -0.6689
C7 32.3411 -6.2903 -0.1173
O2 31.3469 -6.6876 -1.0625
C8 31.0391 -8.0555 -1.0554
N2 34.2013 -4.5719 0.1984
H12 34.4884 -6.3136 -1.9297
H13 34.5013 -4.6880 -2.4445
H14 33.0531 -5.5866 -2.6765
H15 32.6022 -4.1433 -0.8058
H16 31.8690 -6.0014 0.8218
H17 33.0196 -7.1239 0.0638
H18 30.9180 -8.3370 -0.0093
H19 31.9598 -8.6102 -1.2362
H20 30.1983 -8.5252 -1.5657
H21 34.7737 -5.4019 0.2568
H22 34.8132 -4.0176 -0.3833
C9 28.1594 -3.9525 5.5397
C10 28.9423 -4.7104 4.4261
C11 29.6164 -3.5719 3.5555
O3 30.3118 -3.9995 2.4275
C12 30.7539 -2.9426 1.6253
N3 29.8049 -5.6336 5.0731
H23 28.6924 -3.2546 6.1854
H24 27.4113 -4.5623 6.0462
H25 27.5345 -3.2449 4.9948
H26 28.1433 -5.2491 3.9166
H27 30.3250 -3.0698 4.2143
H28 28.9412 -2.8011 3.1842
H29 29.8981 -2.7704 0.9726
H30 31.7014 -3.2613 1.1909
H31 30.9057 -2.0101 2.1689
H32 30.4764 -6.0731 4.4599
H33 29.2857 -6.4056 5.4661
C13 26.5801 -11.2623 2.0585
C14 27.7350 -11.7809 1.1319
C15 27.7819 -13.2967 0.8904
O4 29.0716 -13.7944 0.4479
C16 29.0955 -15.2362 0.1370
N4 27.6930 -11.0797 -0.1238
H34 26.5549 -10.2015 2.3079
H35 26.7253 -11.7326 3.0310
H36 25.5901 -11.5842 1.7352
H37 28.6310 -11.3087 1.5347
H38 27.1075 -13.5104 0.0612
H39 27.3554 -13.8573 1.7222
H40 28.6163 -15.7657 0.9605
H41 30.1681 -15.4259 0.0942
H42 28.5830 -15.4900 -0.7909
H43 28.4279 -11.2714 -0.7895
H44 27.6737 -10.0980 0.1126
C17 25.2834 -9.7818 -2.7263
C18 24.3443 -9.7959 -1.4948
C19 23.0107 -9.1155 -1.8770
O5 23.1669 -7.6987 -1.9247
C20 23.2425 -7.0062 -0.6722
N5 24.0925 -11.1560 -1.2416
H45 24.9683 -10.0591 -3.7323
H46 26.1896 -10.3413 -2.4944
H47 25.6421 -8.7534 -2.6845
H48 24.8578 -9.3114 -0.6644
H49 22.0856 -9.3566 -1.3534
H50 22.7937 -9.4179 -2.9014
H51 22.2885 -7.0511 -0.1468
H52 23.3519 -5.9390 -0.8652
H53 24.0398 -7.1875 0.0485
H54 24.9677 -11.5764 -0.9636
H55 23.5003 -11.2400 -0.4277

***

The following is a quantum chemistry calculation of a structure of composition C27H54As2F12O27 at a distorted geometry, from the Open Molecules 2025 dataset.

Values from the calculation:
M (g mol⁻¹): 1188.522
Charge: -2
E_LUMO (eV): 3.368
Spin multiplicity: 1
Gap between HOMO and LUMO (eV): 8.572
F_max (eV Å⁻¹): 2.84
HOMO energy (eV): -5.20

Positions of all 122 atoms, in Å:
As1 -0.0995 -0.4620 -0.2707
F1 -1.2032 -1.6428 -1.0265
F2 0.9836 -0.7388 -1.5998
F3 1.0039 0.7377 0.4119
F4 -1.3460 -0.1488 0.9346
F5 0.4888 -1.8140 0.6654
F6 -0.8873 0.9112 -1.0866
As2 3.4370 -4.5934 -1.9834
F7 2.3690 -3.1796 -1.8834
F8 4.0217 -4.2807 -0.3545
F9 4.4578 -6.0257 -2.0540
F10 2.9000 -4.9233 -3.5922
F11 4.7513 -3.5485 -2.5153
F12 2.1618 -5.5445 -1.2207
C1 0.6277 -0.1883 3.7402
O1 0.9277 -0.8358 4.9789
C2 1.4830 -2.0409 4.9497
O2 1.3927 -2.7829 4.0054
O3 2.0312 -2.2954 6.1152
C3 2.6084 -3.5956 6.2413
H1 -0.1371 -0.7304 3.1715
H2 1.4646 -0.2694 3.0520
H3 0.1364 0.7659 3.9011
H4 3.3658 -3.7520 7.0057
H5 3.1634 -3.8627 5.3387
H6 1.7603 -4.2748 6.3059
C4 -4.4943 -0.3033 0.8290
O4 -5.6409 -1.0213 1.2697
C5 -5.5228 -1.9303 2.2346
O5 -4.5583 -2.2190 2.8807
O6 -6.6983 -2.5724 2.2437
C6 -6.8836 -3.7086 3.0503
H7 -4.0557 0.3615 1.5656
H8 -4.7201 0.2950 -0.0551
H9 -3.7516 -0.9770 0.3956
H10 -6.0923 -4.4395 2.8586
H11 -7.8220 -4.1965 2.8020
H12 -6.8232 -3.4404 4.1066
C7 0.7579 6.0616 1.5711
O7 -0.1548 5.4113 0.6724
C8 0.2920 5.2851 -0.6222
O8 1.2422 5.7946 -1.1050
O9 -0.5132 4.5041 -1.3253
C9 -1.6665 3.8633 -0.7713
H13 1.7502 5.6328 1.4553
H14 0.2655 5.9500 2.5333
H15 0.7433 7.1153 1.2807
H16 -2.2666 4.6041 -0.2422
H17 -1.3628 3.0236 -0.1523
H18 -2.2541 3.5219 -1.6199
C10 2.7773 0.6615 -3.6658
O10 2.9015 2.0852 -3.4959
C11 1.8643 2.9268 -3.7055
O11 1.9031 4.1044 -3.5607
O12 0.8461 2.2486 -4.2630
C12 -0.4012 2.8777 -4.3923
H19 2.2850 0.2404 -2.7899
H20 3.7688 0.2109 -3.6110
H21 2.3182 0.5113 -4.6384
H22 -0.8476 2.6093 -5.3478
H23 -0.3763 3.9688 -4.3321
H24 -1.0720 2.6039 -3.5751
C13 -5.0140 4.8650 4.6814
O13 -4.6654 3.6775 3.9242
C14 -4.0380 2.7331 4.6000
O14 -3.6757 2.7433 5.7556
O15 -3.7934 1.7355 3.7779
C15 -3.0446 0.5853 4.1052
H25 -4.2256 5.5700 4.4217
H26 -5.0480 4.6912 5.7518
H27 -5.9588 5.1799 4.2489
H28 -3.4907 -0.0160 4.9002
H29 -2.1185 0.9088 4.5914
H30 -2.8370 0.0161 3.2076
C16 2.9753 2.9212 -0.0046
O16 4.3242 2.6517 -0.3538
C17 4.8877 3.3393 -1.3218
O17 4.4694 4.3354 -1.8417
O18 6.0585 2.7231 -1.5903
C18 6.8669 3.2393 -2.6129
H31 2.8469 3.8717 0.5180
H32 2.6058 2.1006 0.6005
H33 2.3614 3.0361 -0.8989
H34 7.7403 2.6310 -2.8423
H35 7.3045 4.1754 -2.2440
H36 6.2757 3.4103 -3.5132
C19 -3.5331 -1.0406 -3.0183
O19 -2.7867 -1.9485 -3.8190
C20 -2.4325 -1.5630 -5.0210
O20 -2.6777 -0.5272 -5.5996
O21 -1.8826 -2.5962 -5.6357
C21 -1.1017 -2.3785 -6.7971
H37 -2.9213 -0.2685 -2.5492
H38 -4.0608 -1.5742 -2.2367
H39 -4.2194 -0.4605 -3.6399
H40 -0.6744 -1.3831 -6.7032
H41 -1.7216 -2.4537 -7.6961
H42 -0.3628 -3.1517 -6.9985
C22 -0.4463 -4.2383 -2.7515
O22 -1.5093 -4.3454 -1.8098
C23 -1.4351 -4.7044 -0.5451
O23 -0.4557 -4.9371 0.0847
O24 -2.6774 -4.7015 -0.0030
C24 -3.8210 -4.2651 -0.7084
H43 -0.9214 -4.2332 -3.7337
H44 0.2574 -5.0606 -2.6662
H45 -0.0534 -3.2283 -2.6494
H46 -3.8525 -4.7695 -1.6752
H47 -3.8501 -3.1772 -0.7327
H48 -4.6989 -4.6318 -0.1729
C25 5.0350 -0.7645 -0.3567
O25 4.8197 -0.4347 0.9959
C26 3.8116 -0.9414 1.6841
O26 3.1235 -1.8718 1.4099
O27 3.7356 -0.3550 2.9018
C27 4.2715 0.9233 3.1866
H49 5.2049 -1.8255 -0.5307
H50 5.9311 -0.2126 -0.6531
H51 4.2893 -0.3411 -1.0307
H52 3.6157 1.6647 2.7310
H53 5.3128 1.0798 2.9004
H54 4.2803 1.0425 4.2698

***

The following is a quantum chemistry calculation of a structure of composition C3H7NO at a distorted geometry, from the Open Molecules 2025 dataset.

Values from the calculation:
M (g mol⁻¹): 73.095
E_LUMO (eV): 0.474
Spin multiplicity: 1
Energy above the lowest of the compared OMol25 structures with the same formula, charge and spin (kcal/mol): 95.03
Gap between HOMO and LUMO (eV): 9.028
F_max (eV Å⁻¹): 1.44
HOMO energy (eV): -8.55

Positions of all 12 atoms, in Å:
O1 1.6499 0.4768 0.7951
C1 1.3189 -0.6264 0.0031
C2 0.0589 -0.3697 -0.7492
C3 -1.4742 0.5064 0.2223
N1 -0.3792 0.8217 -0.7661
H1 1.2132 1.2423 0.3663
H2 1.1315 -1.4870 0.6619
H3 2.0787 -0.8922 -0.7360
H4 -0.5326 -1.2235 -1.1330
H5 -1.0129 0.2887 1.2045
H6 -2.2112 -0.2743 -0.0276
H7 -1.8853 1.4889 0.2380

***

The following is a quantum chemistry calculation of the ion C4H11N2O with charge +1 at a distorted geometry, from the Open Molecules 2025 dataset.

Values from the calculation:
M (g mol⁻¹): 103.145
SMILES string: CC(C)OC(N)=[NH2+]
Charge: +1
E_LUMO (eV): -3.061
Spin multiplicity: 1
Energy above the lowest of the compared OMol25 structures with the same formula, charge and spin (kcal/mol): 40.31
Gap between HOMO and LUMO (eV): 12.488
F_max (eV Å⁻¹): 5.93
HOMO energy (eV): -15.55

Positions of all 18 atoms, in Å:
C1 -1.7216 0.1211 0.0261
C2 1.6867 1.2203 -0.3941
C3 1.3108 -0.9171 0.7805
C4 0.7154 0.0332 -0.2162
N1 -1.9053 -1.0004 -0.6863
N2 -2.8396 0.7996 0.4033
O1 -0.6015 0.5539 0.4096
H1 1.4776 1.9123 -1.2258
H2 1.6774 1.6454 0.5847
H3 2.6914 0.7897 -0.5152
H4 2.1070 -0.4106 1.2808
H5 1.8046 -1.6992 0.3129
H6 0.6286 -0.2415 -1.2697
H7 -2.7160 -1.4155 -1.0779
H8 -0.9899 -1.6832 -0.6797
H9 0.5267 -1.1861 1.3442
H10 -3.7503 0.5123 0.0342
H11 -2.8999 1.7483 0.7253

***

Among the records above, which one has the highest E_LUMO? C27H54As2F12O27